No. 1
A structure of composition C42H43As2N6O3SSeTb in a non-equilibrium geometry. Source: the Open Molecules 2025 dataset; level of theory: wB97M-V/def2-TZVPD.

Cartesian coordinates (Å):
Tb: 0.10 0.55 0.25
C: -3.74 2.70 0.59
As: -2.80 1.14 1.40
C: -2.91 1.41 3.32
C: -4.08 -0.28 1.39
C: -5.46 -0.16 1.51
C: -6.26 -1.28 1.54
C: -5.71 -2.56 1.56
C: -4.34 -2.71 1.44
C: -3.55 -1.58 1.28
As: -1.65 -1.80 1.08
C: -1.35 -2.46 2.99
C: -1.48 -3.41 0.02
H: -4.83 2.70 0.55
H: -3.40 2.76 -0.45
H: -3.33 3.59 1.11
H: -3.92 1.62 3.58
H: -2.33 2.22 3.72
H: -2.63 0.47 3.77
H: -5.87 0.81 1.67
H: -7.35 -1.12 1.68
H: -6.38 -3.41 1.83
H: -3.87 -3.70 1.58
H: -2.28 -2.93 3.34
H: -1.11 -1.56 3.53
H: -0.49 -3.14 3.13
H: -2.15 -4.16 0.40
H: -0.42 -3.74 -0.01
H: -1.77 -3.09 -0.98
O: -1.22 3.57 -2.63
C: -0.86 3.04 -1.61
O: -0.43 1.85 -1.49
C: -0.70 3.86 -0.33
C: -0.76 5.23 -0.22
C: -0.54 5.82 1.01
C: -0.32 5.04 2.11
C: -0.30 3.68 1.94
N: -0.47 3.07 0.73
H: -1.05 5.79 -1.08
H: -0.56 6.87 1.05
H: -0.27 5.47 3.12
H: -0.30 3.06 2.86
Se: 7.13 3.20 3.75
N: 5.67 2.32 4.31
C: 4.95 2.12 3.27
C: 3.61 1.48 3.40
C: 3.07 0.97 4.56
C: 1.81 0.43 4.61
C: 1.06 0.44 3.40
N: 1.57 0.94 2.26
C: 2.83 1.41 2.27
C: 3.35 1.82 0.94
N: 2.54 1.59 -0.12
C: 3.03 1.94 -1.36
C: 4.24 2.58 -1.54
C: 5.04 2.76 -0.42
C: 4.58 2.40 0.84
C: 5.39 2.62 2.01
N: 6.53 3.24 2.08
H: 3.66 0.95 5.47
H: 1.41 0.02 5.57
H: 0.04 0.08 3.34
H: 2.31 1.89 -2.24
H: 4.67 2.89 -2.49
H: 6.00 3.24 -0.53
N: 1.84 -1.19 0.51
H: 2.62 -0.79 0.02
H: 1.60 -2.09 0.00
H: 2.12 -1.47 1.48
O: 0.05 -0.82 -1.71
S: 0.51 -0.26 -3.10
C: 1.41 -1.79 -3.75
C: 2.48 -2.27 -2.79
C: 2.17 -3.41 -1.98
C: 3.12 -4.03 -1.18
C: 4.37 -3.44 -1.08
C: 4.67 -2.27 -1.76
C: 3.73 -1.73 -2.65
C: -0.96 -0.20 -4.11
C: -1.83 -1.42 -4.28
C: -1.78 -2.22 -5.43
C: -2.63 -3.33 -5.50
C: -3.41 -3.70 -4.43
C: -3.45 -2.91 -3.28
C: -2.74 -1.72 -3.24
H: 1.86 -1.66 -4.74
H: 0.65 -2.59 -3.82
H: 1.15 -3.78 -1.94
H: 2.85 -4.92 -0.61
H: 5.15 -4.01 -0.56
H: 5.68 -1.85 -1.75
H: 4.06 -0.89 -3.26
H: -0.55 0.08 -5.13
H: -1.49 0.72 -3.73
H: -1.10 -1.90 -6.20
H: -2.54 -3.89 -6.43
H: -4.01 -4.57 -4.52
H: -4.05 -3.17 -2.38
H: -2.88 -1.10 -2.36

Output
- calculated total energy (hartree) = -10275.74479
- total charge = +2
- HOMO-LUMO gap (spin up / spin down) (eV) = 7.8 / 7.9
- ΔE to the lowest compared entry with this formula, charge and spin (eV) = 2.286
- LUMO level (spin up / spin down) (Ha) = -0.2066 / -0.2014
- <S²> = 12.04
- spin multiplicity = 7

Results of the Löwdin charge analysis, in e, for atoms 1 through 5:
1 Tb 1.33
2 C -0.23
3 As 1.11
4 C -0.26
5 C -0.44

---

No. 2
A structure of composition C42H43Cl2MoN4OPSi2Te. Source: the Open Molecules 2025 dataset; level of theory: wB97M-V/def2-TZVPD.

Cartesian coordinates (Å):
Mo: 0.47 0.05 0.57
O: -0.19 -1.70 3.01
C: -0.40 -1.48 1.52
C: -1.29 -2.58 1.14
C: -1.77 -3.59 1.98
C: -2.59 -4.59 1.47
C: -2.95 -4.61 0.13
C: -2.49 -3.61 -0.71
C: -1.66 -2.62 -0.20
P: -0.92 -1.27 -1.12
C: 0.32 -2.02 -2.20
C: 0.86 -3.32 -1.80
C: 2.04 -3.74 -2.26
C: 2.92 -2.85 -3.02
C: 2.31 -1.57 -3.59
C: 0.94 -1.29 -3.15
C: -2.34 -0.66 -2.11
C: -2.24 -0.10 -3.38
C: -3.36 0.37 -4.04
C: -4.61 0.30 -3.44
C: -4.73 -0.26 -2.17
C: -3.60 -0.73 -1.51
H: -1.50 -3.61 3.03
H: -2.94 -5.36 2.14
H: -3.59 -5.40 -0.25
H: -2.76 -3.61 -1.76
H: 0.26 -3.96 -1.17
H: 2.38 -4.75 -2.07
H: 3.68 -3.33 -3.62
H: 3.04 0.04 -4.77
H: 0.52 -0.37 -3.52
H: -1.28 -0.03 -3.88
H: -3.26 0.80 -5.03
H: -5.49 0.66 -3.96
H: -5.69 -0.32 -1.69
H: -3.71 -1.15 -0.52
C: -3.08 2.38 -0.23
Si: -1.83 3.00 1.01
C: -2.83 3.92 2.32
C: -0.80 4.38 0.24
C: -0.73 1.67 1.79
C: 0.56 2.33 2.08
C: 0.92 3.20 3.11
C: 2.19 3.74 3.10
C: 3.09 3.41 2.09
C: 2.70 2.49 1.14
N: 1.46 1.98 1.15
Si: -1.60 0.77 3.15
C: -3.21 0.05 2.53
C: -1.91 1.70 4.76
C: -0.53 -0.61 3.93
H: -3.50 3.23 -0.78
H: -3.91 1.87 0.27
H: -2.66 1.69 -0.95
H: -3.32 4.78 1.86
H: -2.20 4.30 3.13
H: -3.61 3.30 2.76
H: -1.49 5.12 -0.19
H: -0.12 4.05 -0.54
H: -0.21 4.90 1.00
H: 0.21 3.44 3.89
H: 2.49 4.43 3.89
H: 4.09 3.82 2.07
H: 3.37 2.11 0.38
H: -4.03 0.77 2.64
H: -3.49 -0.84 3.10
H: -3.13 -0.23 1.48
H: -2.46 2.63 4.62
H: -0.98 1.93 5.28
H: -2.51 1.07 5.43
H: 0.64 -2.16 3.27
H: -1.06 -1.09 4.75
H: 0.40 -0.19 4.32
Cl: 0.01 1.53 -1.57
C: 1.24 2.64 -2.35
Cl: 2.86 2.00 -2.52
H: 1.27 3.55 -1.77
H: 0.80 2.80 -3.33
Te: 2.96 -0.92 -0.41
C: 3.36 -1.50 -2.46
C: 4.73 -1.08 -2.83
C: 5.44 -1.25 -3.97
C: 4.99 -1.83 -5.23
C: 3.74 -1.74 -5.69
C: 2.69 -0.99 -4.95
H: 5.28 -0.61 -2.02
H: 6.48 -0.94 -3.93
H: 5.74 -2.33 -5.83
H: 3.48 -2.22 -6.62
H: 1.78 -0.92 -5.56
N: 1.81 -0.28 2.25
C: 2.59 -0.49 3.08
C: 3.24 -0.97 4.21
C: 2.48 -2.04 4.75
N: 1.73 -2.88 5.01
C: 4.47 -0.49 4.70
N: 5.47 -0.10 5.11

Output
- calculated total energy (hartree) = -4097.29700
- HOMO-LUMO gap (eV) = 6.1
- ΔE to the lowest compared entry with this formula, charge and spin (eV) = 4.896
- LUMO level (Ha) = -0.0225

Results of the Löwdin charge analysis, in e, for atoms 1 through 5:
1 Mo 0.89
2 O -0.17
3 C -0.29
4 C -0.25
5 C -0.01

---

No. 3
A structure of composition C42H43ClN2O3P3S2Sc. Source: the Open Molecules 2025 dataset; level of theory: wB97M-V/def2-TZVPD.

Cartesian coordinates (Å):
Sc: -0.19 -1.56 0.88
C: 1.18 1.02 -2.22
C: 2.02 -0.21 -1.84
P: 2.28 -0.62 -0.07
C: 3.58 0.48 0.57
C: 4.20 0.17 1.78
C: 5.23 0.96 2.26
C: 5.67 2.05 1.52
C: 5.08 2.34 0.30
C: 4.04 1.56 -0.18
C: 3.17 -2.20 -0.04
C: 2.91 -3.06 1.02
C: 3.58 -4.27 1.14
C: 4.53 -4.62 0.19
C: 4.81 -3.75 -0.86
C: 4.14 -2.55 -0.97
C: -0.03 1.33 -1.34
P: 0.40 2.18 0.24
C: 0.40 3.93 -0.31
C: 1.61 4.51 -0.68
C: 1.66 5.81 -1.15
C: 0.49 6.56 -1.24
C: -0.72 5.99 -0.86
C: -0.77 4.69 -0.40
C: -1.16 2.08 1.17
C: -2.38 1.66 0.64
C: -3.53 1.65 1.43
C: -3.47 2.07 2.75
C: -2.26 2.51 3.28
C: -1.12 2.51 2.49
H: 0.83 0.85 -3.24
H: 1.82 1.91 -2.29
H: 3.00 -0.16 -2.31
H: 1.54 -1.11 -2.25
H: 3.89 -0.71 2.34
H: 5.70 0.71 3.20
H: 6.48 2.66 1.89
H: 5.43 3.18 -0.29
H: 3.60 1.79 -1.14
H: 2.19 -2.79 1.80
H: 3.37 -4.93 1.97
H: 5.06 -5.56 0.28
H: 5.57 -4.02 -1.59
H: 4.37 -1.89 -1.80
H: -0.58 0.41 -1.13
H: -0.72 1.97 -1.91
H: 2.53 3.95 -0.57
H: 2.61 6.25 -1.43
H: 0.53 7.58 -1.59
H: -1.63 6.58 -0.91
H: -1.72 4.26 -0.10
H: -2.45 1.38 -0.40
H: -4.48 1.35 1.01
H: -4.37 2.08 3.35
H: -2.21 2.87 4.30
H: -0.18 2.87 2.91
C: -3.50 -3.06 -1.39
P: -3.40 -1.64 -0.31
C: -4.20 -0.28 -1.13
C: -4.27 -2.01 1.21
O: -1.93 -1.30 0.01
H: -4.54 -3.39 -1.45
H: -2.89 -3.87 -1.00
H: -3.14 -2.80 -2.38
H: -5.17 -0.62 -1.52
H: -3.59 0.04 -1.98
H: -4.36 0.56 -0.45
H: -5.32 -2.21 1.00
H: -4.19 -1.16 1.88
H: -3.82 -2.89 1.67
O: 1.63 -3.64 -2.33
S: 0.38 -4.08 -1.83
O: -0.80 -3.88 -2.61
N: 0.08 -3.37 -0.31
C: -0.13 -4.28 0.61
S: -0.62 -3.75 2.16
C: 0.09 -5.67 0.18
C: 0.02 -6.83 0.93
C: 0.31 -8.03 0.29
C: 0.65 -8.06 -1.06
C: 0.71 -6.89 -1.82
C: 0.42 -5.71 -1.16
H: -0.24 -6.80 1.98
H: 0.27 -8.95 0.85
H: 0.87 -9.00 -1.53
H: 0.97 -6.91 -2.87
Cl: 2.58 1.77 4.80
C: 1.25 0.72 4.51
C: 0.33 0.42 5.50
C: -0.75 -0.38 5.17
C: -0.85 -0.88 3.89
N: 0.06 -0.62 2.93
C: 1.09 0.19 3.24
H: 0.45 0.83 6.49
H: -1.50 -0.63 5.90
H: -1.68 -1.52 3.61
H: 1.78 0.45 2.45

Output
- calculated total energy (hartree) = -5002.58794
- total charge = +2
- HOMO-LUMO gap (eV) = 7.1
- ΔE to the lowest compared entry with this formula, charge and spin (eV) = 0.279
- LUMO level (Ha) = -0.2135

Results of the Löwdin charge analysis, in e, for atoms 1 through 5:
1 Sc 0.82
2 C -0.27
3 C -0.32
4 P 1.00
5 C -0.37

---

No. 4
A cluster of 10 separate species, C42H44BF4O24 in total in a non-equilibrium geometry. Source: the Open Molecules 2025 dataset; level of theory: wB97M-V/def2-TZVPD.

Cartesian coordinates (Å):
B: -0.22 0.63 -0.14
F: -1.17 0.20 0.87
F: 0.56 1.52 0.42
F: 0.32 -0.52 -0.68
F: -1.05 1.22 -1.16
C: 5.92 4.04 1.52
C: 6.17 3.31 0.23
C: 5.13 2.48 -0.48
O: 5.32 2.00 -1.60
C: 4.04 2.16 0.27
C: 3.67 2.84 1.53
C: 4.78 3.57 2.26
O: 4.53 3.96 3.41
O: 2.37 2.94 2.07
O: 7.33 3.58 -0.60
H: 6.62 4.54 1.79
H: 3.21 1.76 -0.10
H: 1.62 2.31 1.79
H: 7.23 2.92 -1.30
C: -0.43 -5.13 1.00
C: 0.12 -3.88 0.45
C: 1.51 -3.53 0.69
O: 2.03 -2.56 0.39
C: 2.28 -4.55 1.51
C: 1.79 -5.90 1.93
C: 0.34 -6.13 1.78
O: -0.22 -7.15 2.28
O: 2.58 -6.84 2.35
O: -0.55 -2.96 -0.21
H: -1.50 -5.38 0.91
H: 3.34 -4.34 1.39
H: 1.91 -7.41 2.58
H: -0.05 -2.32 -0.18
C: -6.49 -0.01 0.53
C: -6.11 0.59 1.94
C: -5.02 1.55 2.07
O: -4.79 2.11 3.09
C: -4.14 1.70 0.99
C: -4.41 0.96 -0.38
C: -5.64 0.24 -0.56
O: -5.93 -0.25 -1.60
O: -3.63 1.08 -1.62
O: -7.00 0.42 2.97
H: -7.50 -0.48 0.57
H: -3.25 2.12 1.25
H: -2.69 1.45 -1.33
H: -6.75 1.12 3.64
C: 2.38 5.55 -3.39
C: 2.84 4.33 -4.25
C: 2.30 2.98 -4.03
O: 2.87 2.10 -4.69
C: 1.35 2.77 -3.05
C: 0.87 3.96 -2.14
C: 1.37 5.34 -2.35
O: 1.02 6.37 -1.70
O: -0.33 3.95 -1.48
O: 3.65 4.65 -5.20
H: 2.83 6.56 -3.43
H: 1.04 1.76 -2.69
H: -0.66 2.92 -1.43
H: 3.91 3.75 -5.39
C: -5.10 -3.66 3.02
C: -5.13 -3.97 1.54
C: -4.35 -3.17 0.58
O: -4.42 -3.54 -0.64
C: -3.58 -2.11 1.07
C: -3.48 -1.73 2.54
C: -4.32 -2.46 3.54
O: -4.43 -2.12 4.66
O: -2.54 -0.83 3.00
O: -5.89 -5.07 1.03
H: -5.86 -4.04 3.55
H: -2.80 -1.59 0.42
H: -1.86 -0.64 2.44
H: -5.90 -5.27 0.00
C: -1.03 -3.38 -3.45
C: -1.68 -2.17 -4.14
O: -1.65 -2.04 -5.35
C: -2.23 -1.16 -3.26
H: -0.86 -4.04 -4.40
H: -1.83 -3.91 -2.85
H: -0.15 -3.10 -2.96
H: -2.95 -1.71 -2.59
H: -2.93 -0.70 -3.68
H: -1.49 -0.62 -2.72
C: 0.79 -1.07 3.75
C: 2.08 -1.79 3.75
O: 2.15 -2.96 4.34
C: 3.34 -1.41 3.09
H: 0.28 -1.15 2.73
H: 0.79 -0.02 4.06
H: 0.09 -1.50 4.31
H: 3.70 -0.76 3.82
H: 3.09 -0.72 2.30
H: 3.92 -2.46 2.54
C: 2.26 -1.38 -3.47
C: 3.51 -1.93 -4.11
O: 3.68 -3.17 -4.04
C: 4.38 -1.00 -4.94
H: 1.40 -1.94 -3.07
H: 1.79 -0.79 -4.33
H: 2.58 -0.65 -2.77
H: 4.93 -1.72 -5.49
H: 5.08 -0.50 -4.34
H: 3.67 -0.25 -5.51
C: -1.28 3.36 3.07
C: -1.44 4.53 2.13
O: -2.54 4.74 1.65
C: -0.20 5.20 1.59
H: -1.02 2.36 2.51
H: -2.01 3.24 3.65
H: -0.47 3.70 3.67
H: -0.57 6.06 0.94
H: 0.40 4.47 1.00
H: 0.46 5.48 2.43

Output
- calculated total energy (hartree) = -3856.51776
- total charge = -1
- HOMO-LUMO gap (eV) = 6.3
- ΔE to the lowest compared entry with this formula, charge and spin (eV) = 2.426
- LUMO level (Ha) = -0.0231

Results of the Löwdin charge analysis, in e, for atoms 1 through 5:
1 B -1.28
2 F 0.08
3 F 0.23
4 F 0.16
5 F 0.07